The following is a quantum chemistry calculation of a cluster of 2 separate species, C4H8N2O in total at a distorted geometry, from the Open Molecules 2025 dataset.

Last column: Löwdin charge in e.
CARTESIAN COORDINATES (ANGSTROEM)
C: -2.4574 0.3885 0.3715  -0.207
C: -1.2494 1.1221 0.4420  -0.406
C: 0.0426 0.7961 0.8862  -0.172
N: 0.9056 1.9124 0.6362  0.015
C: 0.2709 2.5801 -0.3028  -0.407
N: -1.0549 2.2143 -0.4499  0.016
H: -2.6220 -0.3606 1.1583  0.069
H: -2.6493 -0.1881 -0.5009  0.018
H: -3.2899 1.0678 0.5799  0.072
H: 0.3525 -0.1691 1.1501  0.032
H: 0.7279 3.1756 -1.0273  0.047
H: -1.3263 2.2855 -1.4646  0.013
H: 4.4263 -5.3606 -1.0605  0.054
H: 3.7314 -4.3224 -0.3144  0.009
O: 4.1921 -5.1417 -0.1035  -0.153

The gap between HOMO and LUMO (alpha / beta) comes out at 2.1 / 7.5 eV. As for the multiplicity: 2. The calculation puts the molar mass at 100.12 g/mol. As for the energy above the lowest of the compared OMol25 structures with the same formula, charge and spin: 151.23 kJ/mol. The calculation puts the calculated total energy at -341.8702 Ha. The value obtained for the highest occupied orbital energy (alpha / beta) is 1.0 / -4.3 eV. For the strongest force on any atom, the calculation gives 0.0841 Eh/bohr. The value obtained for the LUMO energy (alpha / beta) is 3.1 / 3.1 eV. Its net charge is -1.

***

The following is a quantum chemistry calculation of a cluster of 2 separate species, C4H8N2O in total at a distorted geometry, from the Open Molecules 2025 dataset.

Last column: Löwdin charge in e.
CARTESIAN COORDINATES (ANGSTROEM)
C: -0.3301 1.7755 -2.1013  -0.078
C: 0.2274 0.6416 -1.3286  -0.337
C: 1.4090 0.1349 -0.8486  -0.066
N: 1.0844 -1.0855 -0.2773  0.018
C: -0.2563 -1.3333 -0.4504  -0.191
N: -0.7737 -0.3600 -1.1510  0.067
H: 0.5473 2.3868 -2.3726  0.071
H: -0.9421 1.4642 -2.9491  0.069
H: -1.0725 2.3913 -1.4523  0.105
H: 2.4108 0.4936 -0.8557  0.100
H: 1.7498 -1.8055 -0.0414  0.138
H: -0.7299 -2.2645 -0.2783  0.104
H: -0.9720 -1.1952 5.3532  0.029
H: -0.9646 -0.1919 4.2607  0.050
O: -1.3875 -1.0519 4.4926  -0.080

The gap between HOMO and LUMO comes out at 9.5 eV. As for the multiplicity: 1. The calculation puts the molar mass at 100.12 g/mol. As for the energy above the lowest of the compared OMol25 structures with the same formula, charge and spin: 146.76 kJ/mol. The calculation puts the calculated total energy at -341.9477 Ha. The value obtained for the highest occupied orbital energy is -8.7 eV. For the strongest force on any atom, the calculation gives 0.0675 Eh/bohr. The value obtained for the LUMO energy is 0.8 eV. The SMILES is Cc1c[nH]cn1.O.

***

The following is a quantum chemistry calculation of the molecule C4H8N2O at a distorted geometry, from the Open Molecules 2025 dataset.

Last column: Löwdin charge in e.
CARTESIAN COORDINATES (ANGSTROEM)
C: -1.2528 1.1486 0.7454  0.035
C: 0.4060 -0.5010 -0.0806  -0.429
C: -0.7122 -1.3082 0.1172  -0.114
N: -0.6522 -2.5366 -0.3957  0.038
C: 1.1021 1.7617 -0.1763  0.006
O: 1.5670 -0.9338 -0.7146  0.016
N: 0.2891 0.8070 0.2038  -0.123
H: 2.3297 -0.4855 -0.3258  0.090
H: 0.1071 -2.8596 -0.9908  0.089
H: -1.3878 -3.1976 -0.2125  0.076
H: -1.0875 2.1407 1.1555  0.062
H: -1.9819 1.1862 -0.0599  0.080
H: -1.5106 0.4215 1.5078  0.054
H: 1.8957 1.5806 -0.8840  0.064
H: 0.8880 2.7758 0.1104  0.056

The gap between HOMO and LUMO (alpha / beta) comes out at 7.5 / 7.5 eV. As for the multiplicity: 1. The calculation puts the molar mass at 100.12 g/mol. As for the energy above the lowest of the compared OMol25 structures with the same formula, charge and spin: 489.15 kJ/mol. The calculation puts the calculated total energy at -341.8173 Ha. The value obtained for the highest occupied orbital energy (alpha / beta) is -6.8 / -6.8 eV. For the strongest force on any atom, the calculation gives 0.0592 Eh/bohr. The value obtained for the LUMO energy (alpha / beta) is 0.7 / 0.7 eV.

***

The following is a quantum chemistry calculation of a cluster of 2 separate species, C4H8N2O in total, from the Open Molecules 2025 dataset.

Last column: Löwdin charge in e.
CARTESIAN COORDINATES (ANGSTROEM)
N: 1.9911 -0.5423 -1.1932  0.101
C: 0.8801 -0.9011 -0.4544  -0.500
O: 0.7991 -1.9838 0.1032  -0.013
C: 0.4617 0.7588 1.1172  0.025
N: -0.7920 0.9260 0.7085  -0.183
C: -1.9076 -0.0066 0.6897  -0.086
C: -1.3539 0.6805 -0.5112  -0.115
H: 2.6192 -1.2981 -1.4378  0.094
H: 1.8710 0.1708 -1.8979  0.085
H: 0.6185 0.2874 2.0827  0.098
H: 1.2078 1.4594 0.7528  0.089
H: -1.6572 -1.0627 0.8080  0.107
H: -2.7934 0.3412 1.2205  0.100
H: -0.1443 -0.2246 -0.7956  0.096
H: -1.8000 1.3951 -1.1923  0.102

The gap between HOMO and LUMO (alpha / beta) comes out at 8.1 / 8.1 eV. As for the multiplicity: 1. The calculation puts the molar mass at 100.12 g/mol. As for the energy above the lowest of the compared OMol25 structures with the same formula, charge and spin: 544.35 kJ/mol. The calculation puts the calculated total energy at -341.7963 Ha. The value obtained for the highest occupied orbital energy (alpha / beta) is -7.7 / -7.7 eV. For the strongest force on any atom, the calculation gives 0.0073 Eh/bohr. The value obtained for the LUMO energy (alpha / beta) is 0.4 / 0.4 eV.

***

The following is a quantum chemistry calculation of the molecule C4H8N2O at a distorted geometry, from the Open Molecules 2025 dataset.

Last column: Löwdin charge in e.
CARTESIAN COORDINATES (ANGSTROEM)
C: 2.1546 -0.6452 0.0216  -0.033
C: -0.8994 1.4671 0.1474  -0.073
C: 0.6754 -0.5693 -0.0165  -0.349
C: -0.2222 0.3896 -0.6643  -0.152
O: -2.4393 -1.0499 0.1455  -0.040
N: -1.2061 -1.0469 -0.4775  -0.144
N: -0.1803 -1.5110 0.3096  0.093
H: -2.2975 -0.9869 1.1067  0.090
H: 0.0211 0.7186 -1.6778  0.129
H: 2.4644 -1.5149 0.5983  0.080
H: 2.5838 0.2560 0.4617  0.077
H: 2.5544 -0.7444 -0.9913  0.085
H: -1.8426 1.7552 -0.3196  0.082
H: -1.1052 1.1305 1.1628  0.077
H: -0.2610 2.3514 0.1933  0.078

The gap between HOMO and LUMO comes out at 9.4 eV. As for the multiplicity: 1. The calculation puts the molar mass at 100.12 g/mol. As for the energy above the lowest of the compared OMol25 structures with the same formula, charge and spin: 465.12 kJ/mol. The calculation puts the calculated total energy at -341.8265 Ha. The value obtained for the highest occupied orbital energy is -8.5 eV. For the strongest force on any atom, the calculation gives 0.0402 Eh/bohr. The value obtained for the LUMO energy is 0.9 eV. The SMILES is CC1=NN(O)[C@H]1C.

***

The following is a quantum chemistry calculation of the molecule C4H8N2O, from the Open Molecules 2025 dataset.

Last column: Löwdin charge in e.
CARTESIAN COORDINATES (ANGSTROEM)
C: 2.0981 1.4190 0.1875  -0.088
N: 1.0090 1.1683 -0.7468  -0.077
C: -0.1214 0.5038 -0.5638  -0.127
N: -0.2558 -0.1263 0.6431  0.042
C: -0.8874 -1.3545 0.2492  -0.531
O: -0.2628 -2.3877 0.2551  0.081
C: -2.3340 -1.2405 -0.1512  -0.028
H: 2.8300 2.0637 -0.3020  0.082
H: 2.6052 0.4964 0.4969  0.084
H: 1.7226 1.9404 1.0742  0.085
H: 1.1258 1.5054 -1.6875  0.109
H: 0.5356 -0.2706 1.2780  0.123
H: -2.7048 -0.2204 -0.0490  0.071
H: -2.4669 -1.5768 -1.1828  0.088
H: -2.8933 -1.9204 0.4992  0.086

The gap between HOMO and LUMO comes out at 9.5 eV. As for the multiplicity: 1. The calculation puts the molar mass at 100.12 g/mol. As for the energy above the lowest of the compared OMol25 structures with the same formula, charge and spin: 233.69 kJ/mol. The calculation puts the calculated total energy at -341.9146 Ha. The value obtained for the highest occupied orbital energy is -8.7 eV. For the strongest force on any atom, the calculation gives 0.0108 Eh/bohr. The value obtained for the LUMO energy is 0.8 eV.

***

The following is a quantum chemistry calculation of the molecule C4H8N2O at a distorted geometry, from the Open Molecules 2025 dataset.

Last column: Löwdin charge in e.
CARTESIAN COORDINATES (ANGSTROEM)
C: 0.9956 1.4952 0.2497  -0.289
C: 1.1672 0.1525 0.9703  -0.163
C: 0.8949 -1.0872 -0.0188  -0.112
C: -2.3963 -1.1143 -0.8532  -0.011
H: -0.7896 1.2983 -0.6986  0.048
H: 1.4139 2.1378 1.1335  0.137
H: 1.6434 1.5098 -0.6685  0.122
H: 2.1984 -0.0604 1.3465  0.104
H: 0.5717 0.1113 1.9157  0.116
H: 1.7340 -1.7310 -0.1214  0.081
H: -2.4194 -2.2480 -0.8859  0.095
H: -3.2538 -0.4800 -0.8775  0.060
N: -0.1508 -1.4093 -0.7017  0.005
N: -1.2803 -0.5081 -0.6983  -0.070
O: -0.3289 1.9333 -0.0917  -0.122

The gap between HOMO and LUMO comes out at 10.0 eV. As for the multiplicity: 1. The calculation puts the molar mass at 100.12 g/mol. As for the energy above the lowest of the compared OMol25 structures with the same formula, charge and spin: 363.23 kJ/mol. The calculation puts the calculated total energy at -341.8653 Ha. The value obtained for the highest occupied orbital energy is -9.5 eV. For the strongest force on any atom, the calculation gives 0.0561 Eh/bohr. The value obtained for the LUMO energy is 0.5 eV. The SMILES is C=N/N=C\CCO.

***

The following is a quantum chemistry calculation of a cluster of 2 separate species, C4H8N2O in total at a distorted geometry, from the Open Molecules 2025 dataset.

Last column: Löwdin charge in e.
CARTESIAN COORDINATES (ANGSTROEM)
N: 1.7771 1.5826 0.0192  0.023
C: 0.4513 -1.0527 0.3325  -0.126
C: -0.7001 -1.0975 -0.3401  -0.064
C: -1.8563 -0.1859 -0.0460  -0.255
O: -1.3869 0.9961 0.5759  -0.074
C: 1.5566 -1.9039 -0.0042  -0.228
N: 2.4525 -2.5864 -0.2748  0.139
H: 0.8226 1.8154 0.2856  -0.008
H: 2.3211 2.4398 0.0484  0.013
H: 0.6354 -0.3253 1.1158  0.096
H: -0.8362 -1.8095 -1.1537  0.121
H: 1.7271 1.3029 -0.9576  0.020
H: -2.5663 -0.7182 0.6099  0.127
H: -2.3875 0.0362 -0.9855  0.120
H: -2.1506 1.5222 0.8424  0.098

The gap between HOMO and LUMO comes out at 10.3 eV. As for the multiplicity: 1. The calculation puts the molar mass at 100.12 g/mol. As for the energy above the lowest of the compared OMol25 structures with the same formula, charge and spin: 205.51 kJ/mol. The calculation puts the calculated total energy at -341.9254 Ha. The value obtained for the highest occupied orbital energy is -9.9 eV. For the strongest force on any atom, the calculation gives 0.0212 Eh/bohr. The value obtained for the LUMO energy is 0.4 eV. The SMILES is N#C/C=C/CO.N.